{"formula": "C22H24N2O3S", "method": "ωB97M-V with the def2-TZVPD basis set", "symbols": ["S", "O", "O", "O", "N", "N", "C", "C", "C", "C", "C", "C", "C", "C", "C", "C", "C", "C", "C", "C", "C", "C", "C", "C", "C", "C", "C", "C", "H", "H", "H", "H", "H", "H", "H", "H", "H", "H", "H", "H", "H", "H", "H", "H", "H", "H", "H", "H", "H", "H", "H", "H"], "positions_angstrom": [[4.843, -2.014, -1.670], [-1.473, -3.295, 0.190], [-2.047, 2.017, 0.179], [-0.885, 3.291, -1.748], [2.964, -1.533, 0.114], [2.339, -2.781, -1.716], [3.313, -2.084, -1.062], [1.605, 0.630, -1.192], [-1.575, -2.168, 2.854], [-0.301, 4.065, -2.776], [0.997, -0.046, -0.155], [1.006, 1.757, -1.743], [1.125, -3.105, -1.149], [-1.354, 6.174, -1.885], [-1.243, 5.228, -3.073], [0.745, -2.486, -0.005], [-2.780, 1.299, 1.140], [-0.214, 2.213, -1.277], [-0.231, 0.408, 0.326], [0.664, -3.038, 2.958], [-0.847, 1.515, -0.221], [-0.474, -2.842, 0.725], [-1.584, -2.023, 4.229], [-0.443, -2.653, 2.206], [1.578, -1.306, 0.469], [-0.473, -2.390, 4.970], [0.644, -2.909, 4.335], [0.382, -4.185, -1.857], [-0.695, -0.128, 1.139], [3.664, -0.959, 0.558], [-2.461, -1.632, 4.723], [-2.442, -1.906, 2.265], [-0.161, 3.452, -3.678], [-2.063, 6.971, -2.098], [-0.481, -2.282, 6.045], [-2.988, 0.279, 0.803], [-1.696, 5.625, -1.012], [1.528, -3.461, 2.465], [0.000, -3.797, -2.801], [-0.466, -4.519, -1.268], [-0.388, 6.621, -1.659], [-3.718, 1.840, 1.257], [0.678, 4.446, -2.454], [1.510, 2.267, -2.548], [-0.870, 5.761, -3.950], [2.554, 0.306, -1.590], [1.526, -1.208, 1.559], [2.629, -3.256, -2.560], [-2.260, 1.264, 2.104], [-2.227, 4.820, -3.309], [1.502, -3.216, 4.915], [1.041, -5.025, -2.073]], "lowdin_charge": [0.608, 0.091, -0.059, -0.029, 0.063, 0.083, -0.918, -0.023, -0.028, -0.218, -0.158, 0.001, -0.204, -0.102, -0.224, -0.060, -0.077, -0.189, 0.046, -0.035, -0.181, -0.327, -0.070, -0.169, -0.204, -0.079, -0.070, 0.005, 0.099, 0.139, 0.105, 0.114, 0.130, 0.069, 0.103, 0.095, 0.072, 0.123, 0.101, 0.074, 0.073, 0.096, 0.132, 0.107, 0.110, 0.101, 0.145, 0.133, 0.096, 0.112, 0.105, 0.091], "homo_energy_ev": -8.070, "charge": 0, "e_lumo_ha": 0.000, "de_lowest_kcal_mol": 15.4, "smiles": "CCCOc1ccc([C@@H]2NC(=S)NC(C)=C2C(=O)c2ccccc2)cc1OC"}